No. 1
This record from OMol25 describes an isolated molecule of C17H12Cl2N2O6S. The level of theory is ωB97M-V/def2-TZVPD.

Geometry as XYZ:
```
40
Properties=species:S:1:pos:R:3
C -2.56 -0.88 7.16
S -1.39 -1.08 5.81
O -0.80 -2.42 5.83
O -0.34 -0.06 5.88
O -2.33 -0.88 4.46
C -1.62 -1.04 3.31
C -1.21 -2.33 2.89
C -0.53 -2.46 1.74
C -0.24 -1.31 0.98
C 0.47 -1.12 -0.28
N 0.91 -2.23 -0.98
C 0.48 -2.57 -2.25
N -0.18 -1.70 -3.07
O 0.63 -3.72 -2.62
C 0.47 0.27 -0.48
C 1.21 1.01 -1.48
O 1.70 0.42 -2.44
C 1.10 2.48 -1.47
C 1.53 3.25 -0.38
C 1.44 4.64 -0.41
C 0.97 5.30 -1.53
Cl 0.85 7.07 -1.60
C 0.53 4.54 -2.64
C 0.56 3.16 -2.59
Cl -0.04 2.29 -4.00
O -0.20 0.91 0.51
C -0.61 -0.03 1.39
C -1.36 0.10 2.55
H -2.03 -0.76 8.12
H -3.21 0.01 7.03
H -3.18 -1.78 7.17
H -1.41 -3.22 3.47
H -0.25 -3.45 1.36
H 1.08 -3.06 -0.44
H -0.30 -2.08 -4.01
H 0.15 -0.75 -2.96
H 1.94 2.78 0.50
H 1.79 5.22 0.41
H 0.13 5.04 -3.51
H -1.70 1.08 2.80
```

For the LUMO energy, the calculation gives -0.910 eV. The calculation puts the highest occupied orbital energy at -8.890 eV. The calculation puts the maximum force at 3.65 eV/Å. For the relative energy (zero: lowest compared OMol25 entry of this formula, charge and spin), the calculation gives 0.9818 eV. The value obtained for the HOMO-LUMO gap is 0.2933 Ha. Its SMILES is CS(=O)(=O)Oc1ccc2c(NC(N)=O)c(C(=O)c3ccc(Cl)cc3Cl)oc2c1.

***

No. 2
This record from OMol25 describes a structure of composition C8H14F6Ni2O8. The level of theory is ωB97M-V/def2-TZVPD.

Geometry as XYZ:
```
38
Properties=species:S:1:pos:R:3
Ni -3.03 1.36 0.01
Ni -1.61 1.84 -2.24
O -3.21 0.70 -2.00
H -3.81 0.32 -2.68
O -2.86 0.62 1.82
H -2.47 -0.11 2.33
O -1.08 1.03 -0.47
H -0.42 1.26 0.21
O -2.65 3.08 -0.96
H -3.13 3.92 -1.08
C -0.66 -2.76 -0.36
C -0.79 -2.45 1.15
O -0.79 -3.73 1.79
C 0.36 -4.48 2.17
O 1.48 -4.04 2.02
C 0.06 -5.83 2.68
F 0.73 -5.96 3.83
F -1.24 -5.96 2.97
F 0.40 -6.85 1.90
H 0.26 -3.31 -0.57
H -0.59 -1.86 -0.98
H -1.47 -3.43 -0.63
H -1.76 -1.96 1.18
H -0.15 -1.71 1.63
C 2.87 1.84 0.99
C 1.72 2.20 0.06
O 2.00 3.16 -0.86
C 1.36 3.23 -2.09
O 0.41 2.55 -2.53
C 2.00 4.25 -3.14
F 2.26 3.59 -4.28
F 0.99 5.13 -3.29
F 3.11 4.90 -2.66
H 2.85 2.69 1.67
H 3.85 1.93 0.53
H 2.77 0.95 1.62
H 0.91 2.61 0.66
H 1.32 1.29 -0.40
```

For the LUMO energy (spin up / spin down), the calculation gives -0.721 / -1.032 eV. The calculation puts the highest occupied orbital energy (spin up / spin down) at -8.795 / -8.765 eV. The calculation puts the maximum force at 6.44 eV/Å. For the relative energy (zero: lowest compared OMol25 entry of this formula, charge and spin), the calculation gives 1.7791 eV. The spin multiplicity is 5. Its expectation value of S² is 6.010. The value obtained for the HOMO-LUMO gap (spin up / spin down) is 0.2967 / 0.2842 Ha.

***

No. 3
This record from OMol25 describes a structure of composition C36H41BCl3N8OV. The level of theory is ωB97M-V/def2-TZVPD.

Geometry as XYZ:
```
91
Properties=species:S:1:pos:R:3
V -0.16 0.54 0.09
C 3.72 -0.40 3.98
C 2.55 -1.07 3.28
C 2.51 -2.57 3.57
C 1.25 -0.42 3.64
C 0.73 -0.33 4.94
C -0.44 0.38 4.80
N -0.59 0.67 3.50
N 0.44 0.18 2.77
B -1.66 1.46 2.79
N -0.96 2.62 2.03
C -1.10 3.90 2.38
C -0.30 4.67 1.58
C 0.34 3.76 0.72
N -0.06 2.51 1.02
C 1.28 4.23 -0.36
C 2.72 4.34 0.14
C 1.16 3.51 -1.70
N -2.49 0.52 1.89
C -3.77 0.16 2.07
C -4.12 -0.72 1.06
C -2.96 -0.88 0.30
N -2.00 -0.13 0.82
C -2.75 -1.73 -0.92
C -2.46 -3.16 -0.48
C -3.95 -1.66 -1.86
H 4.67 -0.84 3.67
H 3.64 -0.51 5.07
H 3.75 0.67 3.76
H 2.69 -0.94 2.21
H 2.39 -2.75 4.64
H 3.44 -3.05 3.25
H 1.68 -3.05 3.06
H 1.15 -0.71 5.85
H -1.18 0.70 5.52
H -2.43 1.96 3.57
H -1.77 4.17 3.18
H -0.18 5.74 1.57
H 0.95 5.26 -0.54
H 3.16 3.37 0.38
H 2.77 4.94 1.05
H 3.35 4.81 -0.62
H 1.53 2.48 -1.66
H 1.76 4.04 -2.45
H 0.13 3.49 -2.03
H -4.34 0.56 2.89
H -5.08 -1.19 0.91
H -1.88 -1.34 -1.45
H -3.32 -3.58 0.05
H -1.60 -3.19 0.18
H -2.26 -3.80 -1.35
H -4.84 -2.08 -1.40
H -3.74 -2.24 -2.77
H -4.16 -0.63 -2.15
Cl 6.18 -3.16 -0.21
C 4.54 -2.59 -0.10
C 4.29 -1.23 -0.14
C 2.98 -0.81 -0.05
Cl 2.62 0.89 0.01
C 1.87 -1.67 0.08
O 0.65 -1.23 0.18
C 2.20 -3.04 0.14
Cl 0.93 -4.19 0.37
C 3.50 -3.49 0.05
H 5.09 -0.51 -0.23
H 3.70 -4.55 0.10
C 0.92 -0.32 -2.75
N -0.11 0.41 -1.99
C -1.01 1.00 -2.72
C -1.99 1.77 -2.10
C -3.11 2.49 -2.56
C -3.69 3.04 -1.43
C -2.89 2.63 -0.34
N -1.87 1.88 -0.74
C 0.36 -1.46 -3.56
C 0.07 -1.31 -4.91
C -0.49 -2.36 -5.64
C -0.75 -3.57 -5.02
C -0.45 -3.73 -3.67
C 0.10 -2.69 -2.95
H 1.66 -0.70 -2.06
H 1.45 0.37 -3.42
H -1.00 0.89 -3.80
H -3.44 2.57 -3.59
H -4.57 3.65 -1.38
H -3.04 2.88 0.70
H 0.29 -0.38 -5.41
H -0.71 -2.23 -6.69
H -1.17 -4.39 -5.58
H -0.64 -4.68 -3.18
H 0.31 -2.81 -1.89
```

For the LUMO energy (spin up / spin down), the calculation gives 0.021 / -0.045 eV. The calculation puts the highest occupied orbital energy (spin up / spin down) at -7.725 / -7.808 eV. The calculation puts the maximum force at 1.05 eV/Å. For the relative energy (zero: lowest compared OMol25 entry of this formula, charge and spin), the calculation gives 0.0000 eV. The spin multiplicity is 3. Its expectation value of S² is 2.014. The value obtained for the HOMO-LUMO gap (spin up / spin down) is 0.2847 / 0.2853 Ha.

***

No. 4
This record from OMol25 describes a structure of composition C2H5AsCl2F6NiO5P. The level of theory is ωB97M-V/def2-TZVPD.

Geometry as XYZ:
```
23
Properties=species:S:1:pos:R:3
Ni 0.00 -0.18 0.60
C 0.04 -2.82 -1.35
O 0.30 -1.47 -1.05
H -0.97 -2.95 -1.73
H 0.04 -3.42 -0.44
H 0.81 -3.17 -2.03
P 2.48 0.65 0.99
O 1.34 0.00 1.88
O 3.35 -0.31 0.09
O 2.87 2.13 1.09
O 1.50 0.78 -0.19
As -0.33 2.67 -1.84
F -1.10 4.06 -1.06
F -0.78 1.63 -0.38
F 0.37 1.18 -2.56
F -0.02 3.55 -3.31
F 1.27 3.11 -1.19
F -1.94 2.12 -2.52
C -1.95 -1.53 3.16
Cl -0.81 -2.72 2.45
Cl -2.02 -0.20 1.96
H -2.93 -1.96 3.35
H -1.52 -1.16 4.09
```

For the LUMO energy (spin up / spin down), the calculation gives 4.172 / 4.167 eV. The calculation puts the highest occupied orbital energy (spin up / spin down) at -1.572 / -1.427 eV. The calculation puts the maximum force at 4.16 eV/Å. The spin multiplicity is 4. The net charge is -2. Its expectation value of S² is 3.769. The value obtained for the HOMO-LUMO gap (spin up / spin down) is 0.2111 / 0.2056 Ha.

***

No. 5
This record from OMol25 describes a structure of composition H20O10. The level of theory is ωB97M-V/def2-TZVPD.

Geometry as XYZ:
```
30
Properties=species:S:1:pos:R:3
H -0.74 0.08 0.26
H 0.19 0.85 -0.65
H 1.45 3.34 1.50
H 1.72 4.44 0.48
H -3.46 -2.23 -0.24
H -3.67 -1.65 1.15
H -3.39 1.31 -0.70
H -2.13 1.22 0.15
H -0.37 -2.63 -1.18
H 0.39 -1.40 -0.70
H 5.13 0.35 -0.80
H 4.22 -0.81 -1.18
H 1.96 -1.16 -1.59
H 2.71 -0.94 -2.89
H 1.75 0.31 2.57
H 2.24 -0.27 3.89
H -0.46 -3.74 1.17
H -0.61 -4.47 -0.15
H -3.03 3.71 -0.29
H -2.38 2.74 -1.26
O -0.43 0.97 0.07
O 1.04 4.09 1.06
O -4.15 -2.00 0.39
O -2.86 0.68 -0.20
O -0.18 -2.11 -0.39
O 4.22 0.03 -0.71
O 2.39 -0.48 -2.11
O 1.45 -0.20 3.34
O -0.20 -3.69 0.24
O -2.79 3.62 -1.21
```

For the LUMO energy, the calculation gives -0.082 eV. The calculation puts the highest occupied orbital energy at -9.221 eV. The calculation puts the maximum force at 10.84 eV/Å. For the relative energy (zero: lowest compared OMol25 entry of this formula, charge and spin), the calculation gives 7.7890 eV. The value obtained for the HOMO-LUMO gap is 0.3358 Ha.

***

No. 6
This record from OMol25 describes a cluster of 2 separate species, C2H2BrI in total. The level of theory is ωB97M-V/def2-TZVPD.

Geometry as XYZ:
```
6
Properties=species:S:1:pos:R:3
C -1.25 0.14 -0.17
C -2.40 -0.28 -0.11
Br -4.05 -1.13 0.11
H -0.45 0.68 -0.30
I 2.14 -1.16 0.06
H 0.65 -1.42 0.57
```

For the LUMO energy, the calculation gives 0.446 eV. The calculation puts the highest occupied orbital energy at -10.037 eV. The calculation puts the maximum force at 6.82 eV/Å. For the relative energy (zero: lowest compared OMol25 entry of this formula, charge and spin), the calculation gives 1.5870 eV. The value obtained for the HOMO-LUMO gap is 0.3852 Ha. Its SMILES is C#CBr.I.